Below is a gas-phase ion, C3H8N3 (charge +1) in a non-equilibrium geometry, with properties calculated with wB97M-V/def2-TZVPD.

Each line ends with the Mulliken charge.
CARTESIAN COORDINATES (ANGSTROEM)
N (0.249, 1.387, 0.666)  -0.295
N (0.824, 0.305, -0.045)  -0.194
C (-0.056, -0.014, -1.314)  -0.487
C (-1.101, -1.017, -0.746)  -0.051
N (-0.642, -1.536, 0.321)  -0.312
C (0.567, -0.952, 0.775)  -0.301
H (0.636, 2.347, 0.437)  0.351
H (0.257, 1.216, 1.633)  0.307
H (-0.887, 1.459, 0.470)  0.426
H (0.699, -0.595, -1.920)  0.313
H (-0.241, 1.020, -1.724)  0.377
H (-2.131, -1.269, -1.144)  0.353
H (0.526, -0.534, 1.865)  0.244
H (1.297, -1.818, 0.724)  0.269

Cartesian forces (eV/Å) of the 2 atoms listed first:
N -4.285 1.987 -2.494
N -0.226 -2.059 -1.586

## Properties
E_LUMO ... -4.13 eV
Maximum force ... 5.342 eV/A
SMILES ... [NH3+]N1CC=NC1
E ... -283.0130 Eh
E_HOMO ... -14.66 eV
Net charge ... +1
Energy relative to the best compared isomer or geometry (same formula, charge and spin) ... 4.1015 eV
Frontier orbital gap ... 10.53 eV

***

Below is 9 unconnected molecules or ions with the total composition C47H44Br3N7O17 in a non-equilibrium geometry, with properties calculated with wB97M-V/def2-TZVPD.

Each line ends with the Mulliken charge.
CARTESIAN COORDINATES (ANGSTROEM)
C (0.584, -0.532, -1.791)  0.286
C (-0.225, -0.435, -0.655)  -1.571
C (0.384, -0.690, 0.582)  0.067
C (1.791, -0.873, 0.692)  -0.784
C (2.565, -0.890, -0.526)  -0.990
C (1.923, -0.743, -1.750)  -0.560
N (2.418, -1.098, 2.033)  1.028
O (3.493, -1.638, 2.228)  -0.611
O (1.824, -0.599, 2.966)  -0.470
H (0.108, -0.431, -2.755)  0.386
H (-1.267, -0.192, -0.799)  0.845
H (-0.261, -0.546, 1.436)  0.994
H (3.639, -0.980, -0.451)  0.588
H (2.517, -0.873, -2.642)  0.828
C (5.058, 2.909, 8.108)  -0.465
C (5.802, 1.739, 8.228)  -0.495
C (5.385, 0.531, 7.599)  -0.310
C (4.271, 0.492, 6.822)  -0.244
C (3.491, 1.684, 6.715)  0.031
C (3.865, 2.846, 7.409)  -0.351
N (3.842, -0.775, 6.171)  0.979
O (2.822, -0.806, 5.536)  -0.540
O (4.690, -1.748, 6.250)  -0.579
H (5.395, 3.841, 8.540)  0.410
H (6.665, 1.722, 8.876)  0.357
H (5.937, -0.365, 7.843)  0.431
H (2.573, 1.632, 6.149)  0.396
H (3.358, 3.788, 7.262)  0.366
C (1.459, -5.589, 0.483)  -0.713
C (1.121, -6.315, -0.687)  -0.488
C (1.817, -6.006, -1.873)  -0.459
C (2.782, -5.048, -1.830)  0.244
C (3.065, -4.269, -0.676)  -0.513
C (2.380, -4.564, 0.460)  -0.293
N (3.455, -4.744, -3.108)  0.954
O (3.567, -5.761, -3.893)  -0.582
O (3.870, -3.665, -3.312)  -0.564
H (0.945, -5.874, 1.389)  0.429
H (0.259, -6.965, -0.718)  0.492
H (1.634, -6.571, -2.774)  0.536
H (3.708, -3.412, -0.810)  0.464
H (2.559, -3.925, 1.312)  0.529
C (-5.834, 3.081, 2.516)  -0.764
C (-4.767, 2.775, 1.657)  -0.519
C (-4.078, 1.565, 1.609)  0.168
C (-4.568, 0.403, 2.291)  0.126
C (-5.693, 0.655, 3.079)  -0.508
C (-6.363, 1.958, 3.062)  -0.386
N (-3.964, -0.926, 2.156)  1.020
O (-3.119, -1.175, 1.323)  -0.586
O (-4.334, -1.730, 3.011)  -0.570
H (-6.339, 4.031, 2.608)  0.422
H (-4.434, 3.642, 1.106)  0.339
H (-3.373, 1.415, 0.804)  0.478
H (-6.090, -0.216, 3.580)  0.467
H (-7.307, 1.979, 3.587)  0.365
C (-3.761, 4.699, -5.724)  -0.394
C (-3.101, 3.433, -5.869)  -0.644
C (-3.135, 2.593, -4.758)  -0.067
C (-3.703, 2.952, -3.558)  0.116
C (-4.309, 4.193, -3.363)  -0.345
C (-4.432, 5.017, -4.473)  -0.577
N (-3.674, 1.947, -2.443)  1.043
O (-3.981, 2.342, -1.277)  -0.574
O (-3.245, 0.890, -2.679)  -0.586
H (-3.792, 5.414, -6.533)  0.390
H (-2.702, 3.141, -6.829)  0.423
H (-2.714, 1.608, -4.892)  0.400
H (-4.715, 4.435, -2.392)  0.454
H (-4.938, 5.966, -4.369)  0.374
C (3.328, 2.038, -2.711)  -0.202
C (2.682, 1.632, -3.796)  -0.677
C (3.367, 0.905, -4.769)  0.086
C (4.712, 0.703, -4.736)  -0.310
C (5.361, 1.243, -3.617)  -0.332
C (4.698, 1.919, -2.647)  -0.746
N (5.409, -0.050, -5.792)  0.885
O (4.878, -0.092, -6.930)  -0.545
O (6.422, -0.708, -5.470)  -0.518
H (2.800, 2.728, -2.070)  0.431
H (1.632, 1.823, -3.961)  0.590
H (2.757, 0.719, -5.640)  0.452
H (6.412, 1.007, -3.531)  0.437
H (5.202, 2.492, -1.883)  0.451
C (-1.835, -3.286, -1.812)  -0.045
C (-1.347, -3.844, -2.983)  -0.365
C (-2.215, -4.574, -3.804)  -0.701
C (-3.483, -4.871, -3.287)  0.212
C (-3.956, -4.251, -2.124)  -0.323
C (-3.142, -3.508, -1.327)  -0.704
N (-4.279, -5.844, -4.018)  0.957
O (-5.434, -5.898, -3.651)  -0.530
O (-3.753, -6.589, -4.809)  -0.525
H (-1.333, -2.545, -1.208)  0.484
H (-0.345, -3.675, -3.349)  0.811
H (-1.887, -5.192, -4.626)  0.578
H (-4.858, -4.593, -1.639)  0.478
H (-3.564, -3.081, -0.429)  0.523
C (-0.540, 1.989, 3.126)  -0.790
C (0.344, 1.877, 4.298)  -0.193
O (0.048, 2.646, 5.427)  -0.396
C (0.232, 4.008, 5.469)  0.717
O (0.785, 4.722, 4.599)  -0.592
O (-0.190, 4.456, 6.659)  -0.312
C (-0.594, 5.872, 6.847)  -0.621
H (-1.542, 1.590, 3.287)  0.231
H (-0.152, 1.499, 2.233)  0.104
H (-0.624, 3.052, 2.902)  0.401
H (1.365, 2.112, 3.998)  0.400
H (0.416, 0.860, 4.683)  0.240
H (-1.062, 6.188, 5.916)  0.305
H (0.389, 6.289, 7.069)  0.278
H (-1.276, 5.822, 7.696)  0.219
C (-1.700, -1.641, -6.981)  -0.197
Br (-1.039, -1.592, -8.740)  0.044
Br (-3.648, -1.078, -6.878)  -0.070
Br (-0.468, -0.946, -5.588)  0.130
H (-1.775, -2.683, -6.671)  0.122

Cartesian forces (eV/Å) of the 2 atoms listed first:
C -1.675 0.263 -0.473
C 1.726 -0.597 -0.064

## Properties
E_LUMO (spin up / spin down) ... -5.27 / -8.99 eV
Maximum force ... 5.315 eV/A
E ... -11200.6539 Eh
⟨S²⟩ ... 0.773
E_HOMO (spin up / spin down) ... -10.92 / -10.92 eV
Net charge ... +1
Spin multiplicity ... 2
Frontier orbital gap (spin up / spin down) ... 5.65 / 1.93 eV

***

Below is 2 unconnected molecules or ions with the total composition C10H15N2O in a non-equilibrium geometry, with properties calculated with wB97M-V/def2-TZVPD.

Each line ends with the Mulliken charge.
CARTESIAN COORDINATES (ANGSTROEM)
C (3.947, -0.387, 0.788)  -0.191
C (3.825, 0.887, 0.166)  -0.672
C (2.793, -1.210, 0.948)  -0.719
C (2.668, 1.152, -0.524)  0.044
C (1.665, -0.856, 0.280)  0.117
C (0.467, 0.633, -1.183)  0.256
C (-2.970, -1.852, -0.792)  -1.209
C (-1.835, 1.859, 0.796)  -1.093
C (-2.318, -0.561, -1.090)  -0.227
C (-1.533, 0.383, 1.107)  -0.527
N (1.607, 0.318, -0.467)  0.254
N (-1.238, -0.462, -0.131)  0.025
O (0.196, 0.919, -2.285)  -0.334
H (4.918, -0.552, 1.203)  0.404
H (4.573, 1.581, 0.218)  0.480
H (2.871, -2.206, 1.386)  0.389
H (2.500, 1.934, -1.279)  0.402
H (0.805, -1.581, 0.330)  0.341
H (-3.125, -1.977, 0.264)  0.322
H (-3.833, -2.006, -1.344)  0.419
H (-2.184, -2.764, -0.978)  0.233
H (-0.987, 2.395, 0.399)  0.287
H (-2.681, 2.015, 0.218)  0.362
H (-2.165, 2.255, 1.747)  0.402
H (-1.881, -0.480, -2.184)  0.275
H (-3.072, 0.280, -0.968)  0.230
H (-0.683, 0.408, 1.727)  0.312
H (-2.329, -0.125, 1.647)  0.416

Cartesian forces (eV/Å) of the 2 atoms listed first:
C -1.075 1.613 0.259
C -2.338 -3.026 0.258

## Properties
E_LUMO (spin up / spin down) ... -4.57 / -5.44 eV
Maximum force ... 4.818 eV/A
E ... -574.3514 Eh
⟨S²⟩ ... 2.031
E_HOMO (spin up / spin down) ... -11.04 / -13.65 eV
Net charge ... +1
Energy relative to the best compared isomer or geometry (same formula, charge and spin) ... 0.7092 eV
Spin multiplicity ... 3
Frontier orbital gap (spin up / spin down) ... 6.47 / 8.20 eV

***

Below is a molecular structure, C30H32BrN7O2SSeV in a non-equilibrium geometry, with properties calculated with wB97M-V/def2-TZVPD.

Each line ends with the Mulliken charge.
CARTESIAN COORDINATES (ANGSTROEM)
V (-0.252, -0.600, -0.210)  -0.247
O (0.820, 2.233, 2.571)  -0.677
C (1.754, 2.805, 1.766)  0.478
C (2.752, 3.514, 2.431)  -0.584
C (3.720, 4.208, 1.733)  -0.462
C (3.705, 4.233, 0.342)  -0.921
C (2.727, 3.516, -0.321)  -0.648
C (1.772, 2.759, 0.363)  0.171
C (0.825, 1.939, -0.473)  0.938
O (0.066, 1.059, 0.305)  -0.410
N (1.571, 1.089, -1.475)  -0.537
N (1.363, -0.271, -1.320)  0.511
C (2.177, -1.101, -1.849)  0.088
C (1.931, -2.542, -1.882)  0.240
Br (0.276, -3.117, -1.128)  -0.110
C (2.739, -3.471, -2.389)  -0.876
C (3.995, -3.268, -3.138)  0.399
C (5.036, -4.164, -2.899)  -0.513
C (6.246, -4.028, -3.559)  -0.572
C (6.416, -3.012, -4.489)  -0.432
C (5.369, -2.143, -4.769)  -0.571
C (4.162, -2.270, -4.099)  -0.377
H (-0.010, 2.069, 2.088)  0.191
H (2.719, 3.537, 3.513)  0.469
H (4.474, 4.763, 2.277)  0.405
H (4.434, 4.809, -0.210)  0.404
H (2.699, 3.545, -1.407)  0.468
H (0.146, 2.583, -1.033)  0.204
H (2.552, 1.332, -1.572)  0.407
H (3.096, -0.735, -2.295)  0.531
H (2.460, -4.505, -2.214)  0.411
H (4.899, -4.964, -2.181)  0.403
H (7.051, -4.722, -3.357)  0.390
H (7.355, -2.912, -5.016)  0.395
H (5.486, -1.378, -5.525)  0.390
H (3.332, -1.634, -4.382)  0.600
Se (-2.684, 1.759, 0.671)  -0.479
C (-4.264, 2.539, 1.427)  0.225
C (-4.786, 2.095, 2.645)  -0.329
C (-5.927, 2.666, 3.195)  -0.539
C (-6.585, 3.701, 2.543)  -0.465
C (-6.077, 4.155, 1.334)  -0.591
C (-4.936, 3.582, 0.786)  -0.257
H (-4.278, 1.293, 3.169)  0.345
H (-6.304, 2.301, 4.143)  0.360
H (-7.473, 4.147, 2.972)  0.370
H (-6.571, 4.967, 0.813)  0.361
H (-4.547, 3.953, -0.155)  0.330
C (1.724, -1.149, 4.956)  -0.856
N (1.003, -1.460, 3.716)  0.106
C (-0.152, -2.210, 3.601)  -0.377
C (-0.507, -2.150, 2.297)  -0.699
N (0.426, -1.380, 1.611)  0.226
C (1.304, -0.977, 2.512)  -0.232
H (1.405, -1.849, 5.722)  0.319
H (1.498, -0.133, 5.268)  0.323
H (2.791, -1.265, 4.791)  0.349
H (-0.609, -2.686, 4.450)  0.457
H (-1.358, -2.583, 1.800)  0.392
H (2.135, -0.317, 2.328)  0.538
C (-4.984, -3.375, -0.811)  -1.097
C (-4.742, -1.999, -0.190)  -0.556
C (-3.713, -1.206, -0.927)  0.349
N (-2.445, -1.275, -0.716)  -0.490
N (-1.738, -0.412, -1.544)  0.166
C (-2.481, 0.294, -2.356)  0.691
N (-1.998, 1.202, -3.216)  -0.449
S (-4.130, -0.107, -2.191)  -0.105
H (-5.730, -3.920, -0.235)  0.367
H (-4.066, -3.963, -0.825)  0.286
H (-5.348, -3.294, -1.836)  0.338
H (-4.392, -2.082, 0.840)  0.192
H (-5.666, -1.421, -0.159)  0.429
H (-1.037, 1.482, -3.095)  0.183
H (-2.620, 1.928, -3.533)  0.265

Cartesian forces (eV/Å) of the 2 atoms listed first:
V -1.306 -0.271 1.121
O 0.000 -0.053 -0.143

## Properties
E_LUMO (spin up / spin down) ... -3.47 / -3.68 eV
Maximum force ... 1.742 eV/A
E ... -8013.5793 Eh
⟨S²⟩ ... 2.030
E_HOMO (spin up / spin down) ... -8.04 / -8.08 eV
Net charge ... +1
Energy relative to the best compared isomer or geometry (same formula, charge and spin) ... 3.0820 eV
Spin multiplicity ... 3
Frontier orbital gap (spin up / spin down) ... 4.57 / 4.39 eV